Entry 1:
Formula: CH3NO2
Source: the Open Molecules 2025 dataset
Level of theory: wB97M-V/def2-TZVPD

The calculation puts the HOMO energy at -0.3620 hartree. As for the electronic energy: -6667.0189 eV. Its SMILES is O=CNO. The HOMO-LUMO gap is 10.19 eV. As for the LUMO energy: 0.0125 Eh. As for the energy above the lowest of the compared OMol25 structures with the same formula, charge and spin: 107.12 kcal/mol.

```
7
Properties=species:S:1:pos:R:3:forces:R:3
O -2.052182 0.004386 0.169305 2.198 0.572 -1.188
C -0.905690 -0.248037 -0.176123 -2.072 -2.006 1.351
N 0.289949 0.538372 -0.146016 -7.243 2.817 -0.905
O 1.115869 -0.382599 0.246464 10.091 0.904 -1.278
H -0.579551 -1.396952 -0.272506 -0.621 2.288 -0.508
H 0.124886 1.355282 0.496882 0.501 -1.052 -0.378
H 2.006719 0.129548 -0.318009 -2.854 -3.523 2.907
```
Positions in Å, forces in eV/Å.

Here are the natural (NBO) charges for atoms 1 to 2, given in e: atom 1 (O): -0.552, atom 2 (C): 0.509


Entry 2:
Formula: C15H31ClNO3S
Source: the Open Molecules 2025 dataset
Level of theory: wB97M-V/def2-TZVPD

The calculation puts the HOMO energy at -0.5108 hartree. As for the electronic energy: -47041.7476 eV. Its SMILES is CCC[C@]1(CCC(C)C)CO[C@H](CCCCS(=O)(=O)Cl)[NH2+]1. The HOMO-LUMO gap is 11.28 eV. As for the LUMO energy: -0.0964 Eh. As for the net charge: +1.

```
52
Properties=species:S:1:pos:R:3:forces:R:3
C 3.135361 2.001840 1.930676 0.057 -0.045 -0.004
C 1.775841 2.616407 1.581587 0.056 0.170 -0.005
C 1.370967 2.407458 0.103480 0.101 -0.050 -0.080
C 0.092852 1.587183 -0.063947 -0.125 -0.006 0.495
C -1.148668 2.408803 0.362086 0.113 0.082 -0.133
C -2.567118 2.095270 -0.163571 0.156 -0.374 -0.031
C -3.491266 1.070815 0.565722 -0.122 -0.073 0.060
C -3.788156 -0.209206 -0.247097 -0.058 0.154 0.075
C -3.062289 0.715470 1.994764 -0.152 0.004 -0.036
C 0.235301 0.220129 0.616092 0.148 -0.022 0.121
O -0.578069 -0.653984 -0.150845 -0.282 -0.096 -0.109
C -0.384476 -0.372972 -1.493807 0.055 0.198 -0.177
C 0.744269 -1.160557 -2.138538 -0.026 -0.101 0.102
C 0.425249 -2.674078 -2.181139 0.185 0.022 0.102
C 1.611956 -3.560386 -1.741857 -0.255 0.000 0.036
C 1.575570 -3.992830 -0.265136 0.019 0.050 -0.198
S 2.441450 -2.865212 0.847378 -0.259 0.414 0.157
O 1.554231 -2.466777 1.906655 0.328 -0.096 -0.486
O 3.138107 -1.858769 0.086203 -0.257 -0.241 0.239
Cl 3.843245 -4.058502 1.670958 0.126 -0.034 0.040
N -0.024944 1.134485 -1.504232 0.210 -0.192 -0.378
H 3.061584 0.933040 2.148336 -0.017 0.050 -0.089
H 3.844994 2.123440 1.106687 -0.060 0.040 0.093
H 3.572201 2.485144 2.806181 -0.090 -0.068 -0.022
H 1.806854 3.689401 1.784220 -0.031 -0.095 -0.021
H 1.005356 2.211964 2.244146 0.067 0.052 0.007
H 2.190825 1.882306 -0.407827 -0.084 0.030 0.051
H 1.246454 3.373619 -0.395449 0.018 -0.080 -0.003
H -1.132995 2.407170 1.452644 -0.063 0.062 -0.044
H -0.933151 3.443315 0.068804 0.000 -0.100 0.027
H -2.517999 1.801470 -1.222919 -0.046 0.086 0.038
H -3.089121 3.053699 -0.176529 0.070 -0.029 0.030
H -4.457398 1.576163 0.659339 0.148 0.106 -0.043
H -3.649253 -0.046920 -1.320339 -0.003 -0.019 0.039
H -3.167975 -1.046896 0.072893 0.093 0.030 -0.088
H -4.832031 -0.506359 -0.120189 0.118 -0.030 0.060
H -3.923928 0.344818 2.555827 0.090 -0.042 -0.069
H -2.313801 -0.080782 1.999510 0.060 0.093 0.006
H -2.679359 1.575019 2.550508 -0.058 -0.054 -0.030
H 1.277176 -0.114964 0.612228 0.001 0.042 -0.044
H -0.116578 0.205904 1.644588 -0.073 0.009 -0.087
H -1.323037 -0.493217 -2.038334 -0.051 -0.028 0.145
H 1.664247 -0.983209 -1.568908 -0.079 -0.005 -0.025
H 0.909803 -0.793130 -3.156433 -0.008 0.051 0.054
H -0.439739 -2.887341 -1.545062 0.066 0.010 -0.045
H 0.135619 -2.951979 -3.196480 0.012 0.067 0.072
H 2.549540 -3.044373 -1.950900 0.050 -0.101 0.002
H 1.627003 -4.473407 -2.341038 -0.084 0.052 0.090
H 0.567878 -4.023700 0.156018 0.055 -0.032 -0.105
H 2.032663 -4.972694 -0.137782 0.029 0.097 0.088
H -0.692901 1.698388 -2.027122 -0.171 -0.060 0.064
H 0.877659 1.229527 -1.972049 0.022 0.102 0.063
```
Positions in Å, forces in eV/Å.

Here are the natural (NBO) charges for atoms 1 to 2, given in e: atom 1 (C): -0.609, atom 2 (C): -0.407


Entry 3:
Formula: C2H9N3O
Source: the Open Molecules 2025 dataset
Level of theory: wB97M-V/def2-TZVPD

The calculation puts the HOMO energy at -0.3477 hartree. As for the electronic energy: -8737.0836 eV. Its SMILES is NC=O.NCN. The HOMO-LUMO gap is 10.36 eV. As for the LUMO energy: 0.0331 Eh. As for the energy above the lowest of the compared OMol25 structures with the same formula, charge and spin: 31.27 kcal/mol.

```
15
Properties=species:S:1:pos:R:3:forces:R:3
N -3.402504 1.984067 -0.385472 0.760 0.001 -1.649
C -2.545431 1.186067 -1.181442 0.177 -0.779 1.048
O -2.321986 1.234438 -2.356148 0.140 0.638 0.124
H -4.121641 1.285371 -0.192910 -0.502 0.851 0.498
H -3.673374 2.777219 -0.979849 -0.745 -0.479 0.461
H -2.119206 0.421709 -0.498376 0.186 -0.242 -0.479
N 2.676232 -0.158521 1.138466 0.042 0.717 1.634
C 1.689718 -1.215494 0.876307 0.861 -0.928 0.271
N 1.499649 -1.530456 -0.517782 0.046 -0.451 -0.277
H 3.610649 -0.504550 1.356405 -0.127 -0.409 -0.675
H 2.451091 0.232051 2.073071 -0.139 0.083 -0.864
H 0.758359 -0.903285 1.328903 -0.323 0.105 -0.112
H 1.989114 -2.168844 1.408395 -0.384 0.761 -0.661
H 2.367702 -1.833948 -0.938078 0.032 -0.132 0.070
H 1.141632 -0.805831 -1.131488 -0.024 0.264 0.610
```
Positions in Å, forces in eV/Å.

Here are the natural (NBO) charges for atoms 1 to 2, given in e: atom 1 (N): -0.853, atom 2 (C): 0.544


Entry 4:
Formula: C9H21FN3O3Pt
Source: the Open Molecules 2025 dataset
Level of theory: wB97M-V/def2-TZVPD

The calculation puts the HOMO energy (alpha / beta) at -0.5225 / -0.5225 hartree. As for the multiplicity: 4. As for the electronic energy: -26226.0394 eV. The HOMO-LUMO gap (alpha / beta) is 7.07 / 3.59 eV. The expectation value of S² is 3.8065. As for the LUMO energy (alpha / beta): -0.2626 / -0.3907 Eh. As for the net charge: +2.

```
38
Properties=species:S:1:pos:R:3:forces:R:3
Pt -2.679620 2.826702 -1.904170 1.034 -1.347 0.966
F -1.358400 1.481222 -0.862430 -0.697 1.299 -0.858
C 3.976600 3.281752 -1.586960 2.561 0.521 0.503
O 4.648500 4.154122 -2.123440 -2.333 -1.631 0.236
N 2.822050 2.648282 -2.108090 -0.769 0.750 -0.447
C 2.028850 1.610092 -1.442010 1.018 -0.570 0.689
C 2.482720 2.808742 -3.478860 -0.427 0.094 -1.297
H 4.348560 2.782842 -0.678700 -0.447 0.207 0.123
H 2.180420 0.725052 -2.059940 -0.433 -0.098 -0.235
H 0.969530 1.829902 -1.309240 -0.279 0.415 -0.603
H 2.376070 1.307282 -0.454160 0.551 0.617 -0.009
H 3.101380 2.082942 -4.006660 0.017 -0.686 -0.228
H 1.428990 2.595832 -3.658920 0.142 -0.237 0.172
H 2.752760 3.695942 -4.051620 0.288 0.645 1.004
C -0.311840 -0.325598 4.384890 1.104 0.599 2.260
O -0.722230 -0.383428 5.549770 0.381 -0.157 -2.154
N -1.128820 -0.345048 3.303180 -2.499 0.328 -1.062
C -0.649300 -0.002278 1.961900 0.456 -0.578 -0.147
C -2.590470 -0.330388 3.522320 0.485 0.328 -0.130
H 0.723910 -0.093578 4.092330 0.009 -0.349 0.412
H -1.198570 -0.543258 1.191350 -0.559 0.242 0.187
H 0.390430 -0.276878 1.783950 0.136 -0.025 0.671
H -0.729620 1.073792 1.807890 -0.361 0.113 -0.049
H -3.124950 -0.594218 2.609730 0.189 -0.567 0.177
H -2.852310 -0.806908 4.467020 0.108 -0.511 -0.304
H -2.904010 0.698252 3.700320 0.274 0.543 0.014
C -2.087030 -1.630248 -1.434350 -2.455 0.553 1.403
O -3.238380 -1.360598 -1.051370 1.749 -0.092 -1.135
N -1.364240 -2.602358 -0.883650 2.169 -1.266 -0.582
C 0.084090 -2.534458 -1.069490 0.474 -0.688 -0.127
C -1.786200 -3.568368 0.118730 -0.462 0.312 0.333
H -1.470360 -1.110038 -2.183550 -0.628 0.383 -0.143
H 0.456080 -2.012838 -1.951330 -0.716 0.519 -0.026
H 0.542160 -3.510018 -1.232390 -0.325 -0.300 0.364
H 0.554970 -2.101508 -0.186920 0.187 0.090 0.155
H -1.771980 -3.061978 1.083850 -0.118 -0.185 0.390
H -2.783230 -3.982118 -0.032450 -0.032 0.451 -0.283
H -1.116500 -4.426628 0.173470 0.209 0.277 -0.241
```
Positions in Å, forces in eV/Å.

Here are the natural (NBO) charges for atoms 1 to 2, given in e: atom 1 (Pt): 0.829, atom 2 (F): -0.815


For each record above, in turn, the calculated max |F| values are 10.2 0.6 1.8 2.9 eV/Å.